(1)
{
  "formula": "C20H27N6O2PSn",
  "method": "the ωB97M-V functional and the def2-TZVPD basis",
  "total_charge": 4,
  "gap_ev": [5.10, 4.10],
  "e_lumo_ev": [-14.766, -15.790],
  "relative_energy_ev": 0.795,
  "species": ["N", "C", "C", "H", "H", "H", "N", "C", "C", "H", "H", "H", "N", "C", "C", "H", "H", "H", "Sn", "C", "O", "C", "O", "C", "C", "C", "C", "C", "C", "H", "H", "H", "H", "H", "H", "C", "N", "C", "N", "C", "N", "C", "P", "C", "C", "H", "H", "H", "H", "H", "H", "H", "H", "H", "H", "H", "H"],
  "xyz": [[0.0992, 2.2431, -0.1862], [0.1568, 3.3985, -0.2043], [0.2298, 4.8635, -0.2258], [-0.7756, 5.2767, -0.2969], [0.8164, 5.1872, -1.0847], [0.7024, 5.2177, 0.6897], [1.8363, -1.1966, -0.5212], [2.7927, -1.8194, -0.7116], [4.0057, -2.6087, -0.9515], [4.6091, -2.1258, -1.7191], [3.7296, -3.6090, -1.2831], [4.5815, -2.6796, -0.0292], [-2.0119, -0.9968, -0.1853], [-3.0460, -1.5152, -0.2036], [-4.3570, -2.1726, -0.2255], [-4.3636, -2.9942, 0.4900], [-4.5544, -2.5601, -1.2243], [-5.1291, -1.4527, 0.0432], [0.0000, 0.0000, 0.0000], [0.0287, -1.7237, 1.3536], [0.0450, -2.6120, 2.0683], [1.5885, 0.6705, 1.3532], [2.4069, 1.0160, 2.0681], [0.4615, 1.3126, -3.3354], [-0.8995, 1.3801, -3.2158], [-1.6273, 0.2574, -3.2172], [-1.0104, -0.9581, -3.3343], [0.3209, -1.0236, -3.4517], [1.0653, 0.1241, -3.4506], [1.0553, 2.2132, -3.3601], [-1.3976, 2.3346, -3.1444], [-2.7020, 0.3228, -3.1468], [-1.5900, -1.8678, -3.3576], [0.7957, -1.9855, -3.5684], [2.1373, 0.0835, -3.5663], [-1.8960, 1.6235, 5.0059], [-1.2908, 2.4983, 3.9902], [-2.3482, 3.2154, 3.2327], [-3.3385, 2.2838, 2.6246], [-3.9085, 1.4179, 3.6720], [-2.8506, 0.6899, 4.3876], [-2.1637, -0.2412, 3.4900], [-1.3292, 0.5785, 2.0721], [-0.3792, 1.7522, 3.1020], [-2.7752, 1.5077, 1.4948], [-2.4226, 2.2420, 5.7665], [-1.1089, 1.0653, 5.5625], [-1.8948, 3.8667, 2.4523], [-2.8806, 3.9004, 3.9296], [-4.6411, 0.7031, 3.2335], [-4.4813, 2.0356, 4.3985], [-1.4056, -0.8223, 4.0596], [-2.8928, -0.9798, 3.0918], [0.1186, 2.4998, 2.4526], [0.3985, 1.2237, 3.6929], [-3.5419, 0.8361, 1.0593], [-2.4554, 2.2174, 0.7054]],
  "atomic_forces_ev_per_a": [[0.0, 1.8, 0.1], [0.1, 0.2, -0.2], [-0.1, -0.6, 0.0], [-0.1, 0.0, -0.1], [0.1, 0.0, -0.1], [0.1, 0.0, 0.1], [1.1, -0.6, -0.3], [0.2, -0.1, -0.2], [-0.5, 0.3, 0.1], [0.0, 0.1, -0.1], [-0.1, -0.1, 0.0], [0.0, 0.0, 0.1], [-1.7, -1.0, -0.1], [0.0, -0.2, -0.3], [0.5, 0.3, 0.0], [0.0, -0.1, 0.0], [0.0, 0.0, -0.1], [-0.1, 0.1, 0.0], [-0.7, 0.0, -4.2], [0.5, -4.8, 3.1], [-0.2, 2.3, -1.8], [4.7, 1.6, 3.7], [-2.3, -1.0, -2.2], [0.5, 2.1, 0.2], [-0.2, 2.1, 0.3], [-2.1, -0.7, 0.3], [-1.7, -1.3, 0.2], [1.6, -1.5, -0.1], [2.0, -0.9, -0.1], [0.0, 0.2, -0.1], [0.0, 0.2, -0.1], [-0.2, -0.1, -0.1], [-0.2, -0.1, -0.1], [0.1, -0.1, -0.1], [0.2, -0.1, -0.1], [0.4, 0.6, 2.3], [-0.4, -0.9, -0.6], [-0.2, 0.5, 0.3], [1.1, -0.9, 0.2], [-2.6, 0.3, 0.5], [1.6, 1.1, -2.7], [-0.5, -2.3, 1.0], [-0.6, 1.2, 1.2], [0.0, 1.4, 0.5], [-0.9, 1.4, 0.0], [0.2, -0.4, -0.6], [-0.5, 0.3, -0.5], [-0.2, -0.6, 0.4], [0.3, -0.6, -0.4], [0.6, 0.4, 0.2], [0.5, -0.3, -0.4], [-0.4, 0.4, -0.2], [0.3, 0.4, 0.3], [-0.1, -0.4, 0.4], [-0.5, 0.3, -0.2], [0.4, 0.4, 0.3], [-0.3, -0.3, 0.3]]
}


(2)
{
  "formula": "C20H28AgN5S",
  "method": "the ωB97M-V functional and the def2-TZVPD basis",
  "gap_ev": 6.73,
  "e_lumo_ev": 0.479,
  "relative_energy_ev": 0.121,
  "species": ["Ag", "C", "N", "C", "C", "C", "C", "C", "C", "C", "N", "C", "C", "C", "C", "C", "C", "N", "C", "C", "H", "H", "H", "H", "H", "H", "H", "H", "H", "H", "H", "H", "H", "H", "H", "H", "H", "H", "H", "H", "C", "N", "C", "C", "N", "C", "S", "H", "H", "H", "H", "H", "H", "H", "H"],
  "xyz": [[-1.0800, 0.3589, 1.1854], [-2.3290, -2.8933, 0.3524], [-1.5845, -1.8105, -0.2715], [-2.3222, -1.3675, -1.4533], [-0.2264, -2.1187, -0.6175], [0.2478, -3.4108, -0.7355], [1.5763, -3.6533, -1.0555], [2.4417, -2.5901, -1.2378], [1.9853, -1.2892, -1.1206], [0.6422, -1.0158, -0.8336], [0.1192, 0.2483, -0.6522], [0.0606, 1.1774, -1.6328], [0.6717, 1.0182, -2.8928], [0.5592, 1.9702, -3.8788], [-0.2030, 3.1095, -3.6729], [-0.8447, 3.2780, -2.4581], [-0.7262, 2.3481, -1.4430], [-1.3937, 2.5432, -0.1696], [-0.6549, 3.5122, 0.6378], [-2.7817, 2.9752, -0.3163], [-2.6198, -3.6644, -0.3758], [-3.2421, -2.4796, 0.7843], [-1.7393, -3.3570, 1.1404], [-2.4858, -2.2086, -2.1440], [-1.7689, -0.5875, -1.9680], [-3.2905, -0.9698, -1.1489], [-0.4049, -4.2610, -0.6025], [1.9141, -4.6725, -1.1686], [3.4775, -2.7853, -1.4772], [2.6722, -0.4611, -1.2317], [1.2353, 0.1160, -3.0841], [1.0565, 1.8208, -4.8272], [-0.2980, 3.8595, -4.4439], [-1.4659, 4.1548, -2.3248], [-0.6916, 4.5212, 0.2027], [0.3849, 3.1959, 0.6896], [-1.0734, 3.5568, 1.6455], [-2.8681, 4.0416, -0.5642], [-3.3120, 2.8041, 0.6220], [-3.2555, 2.3999, -1.1083], [1.9199, 1.4802, 2.9738], [1.6093, 0.0868, 3.1068], [2.5373, -0.8937, 2.5727], [1.7949, -2.2203, 2.7799], [0.4275, -1.7700, 2.9689], [0.3675, -0.4284, 3.1805], [-1.0103, 0.3822, 3.6827], [2.8043, 1.7117, 3.5682], [1.0802, 2.0639, 3.3417], [2.1185, 1.7266, 1.9266], [3.4867, -0.8478, 3.1105], [2.7261, -0.6931, 1.5095], [2.1637, -2.7616, 3.6620], [1.8667, -2.8727, 1.9071], [-0.2723, -2.3783, 3.3619]],
  "atomic_forces_ev_per_a": [[-0.1, 0.4, -0.2], [0.0, 0.0, 0.0], [0.0, -0.4, -0.1], [0.0, 0.2, -0.1], [0.0, 0.3, 0.1], [0.0, -0.2, 0.0], [0.0, -0.1, 0.0], [0.1, -0.2, 0.0], [-0.2, 0.1, 0.1], [0.0, 0.0, 0.0], [0.1, 0.0, 0.5], [-0.1, 0.0, 0.0], [0.1, -0.2, 0.0], [-0.1, 0.2, -0.1], [0.1, 0.2, -0.2], [0.0, 0.0, 0.0], [0.1, -0.1, 0.1], [0.0, 0.2, -0.3], [0.0, -0.1, 0.1], [0.0, -0.1, 0.1], [0.0, -0.1, 0.1], [0.0, 0.0, 0.0], [0.0, 0.0, 0.1], [0.0, 0.1, 0.0], [0.0, 0.0, 0.0], [-0.1, 0.0, 0.0], [-0.2, 0.0, 0.1], [0.1, -0.1, 0.0], [0.1, 0.0, 0.0], [0.0, 0.1, -0.1], [0.0, 0.0, 0.0], [0.0, 0.0, -0.1], [0.0, 0.0, -0.1], [0.0, 0.0, 0.1], [0.0, 0.0, 0.0], [0.1, 0.0, 0.1], [0.0, 0.0, 0.0], [0.0, 0.0, 0.0], [0.0, 0.0, 0.0], [-0.1, -0.1, 0.0], [0.0, 0.3, 0.1], [-0.2, -0.4, -0.2], [0.3, -0.2, -0.2], [0.3, -0.3, -0.1], [0.1, 0.2, 0.0], [0.6, -0.7, 0.7], [-0.8, 0.4, -0.2], [0.0, 0.0, 0.0], [0.0, 0.0, 0.0], [-0.1, 0.0, 0.0], [0.0, 0.0, -0.1], [-0.1, -0.1, 0.1], [-0.1, 0.1, -0.1], [0.1, 0.1, 0.0], [-0.1, 0.2, -0.1]]
}


(3)
{
  "formula": "C20H28AsCl2F2N4OSW",
  "method": "the ωB97M-V functional and the def2-TZVPD basis",
  "total_charge": 3,
  "gap_ev": [6.45, 6.11],
  "e_lumo_ev": [-10.809, -11.154],
  "relative_energy_ev": 0.116,
  "species": ["W", "F", "C", "C", "C", "C", "C", "F", "C", "C", "C", "C", "C", "C", "N", "H", "H", "H", "H", "H", "H", "N", "N", "C", "N", "S", "H", "H", "H", "H", "H", "C", "C", "As", "C", "C", "C", "C", "H", "H", "H", "H", "H", "H", "H", "H", "H", "H", "H", "H", "H", "H", "H", "Cl", "C", "Cl", "H", "H", "O", "C"],
  "xyz": [[1.2223, 0.2170, -0.7173], [-2.3811, 4.4106, -1.1154], [-2.1046, 3.1593, -1.4357], [-0.8826, 2.6327, -1.0386], [-0.5877, 1.3204, -1.3616], [-1.4975, 0.5271, -2.0788], [-2.7125, 1.1162, -2.4447], [-3.6204, 0.3931, -3.0911], [-3.0332, 2.4221, -2.1432], [-1.1260, -0.8629, -2.3207], [-1.8233, -1.7685, -3.1150], [-1.3796, -3.0719, -3.2288], [-0.2359, -3.4717, -2.5399], [0.4204, -2.5385, -1.7842], [0.0076, -1.2527, -1.6716], [-0.1854, 3.2780, -0.5203], [-3.9804, 2.8462, -2.4502], [-2.7065, -1.4491, -3.6444], [-1.9191, -3.7737, -3.8515], [0.1412, -4.4825, -2.6017], [1.3344, -2.8009, -1.2693], [2.2580, -1.2913, 0.7548], [3.5278, -1.7732, 0.3708], [4.0570, -1.4538, -0.8139], [5.2300, -1.9313, -1.1513], [3.2222, -0.4252, -1.9351], [2.3658, -0.8320, 1.6602], [1.6433, -2.0935, 0.9115], [4.0061, -2.3864, 1.0211], [5.7715, -2.5495, -0.5597], [5.6360, -1.6894, -2.0462], [-0.6743, -2.6033, 1.8930], [-0.3324, -1.2869, 2.5855], [-0.5003, 0.2808, 1.4293], [-2.4219, 0.3841, 1.0936], [-3.2871, -0.1838, 2.2160], [-0.0587, 1.7948, 2.5851], [-1.0700, 2.0488, 3.6989], [-0.5165, -3.4419, 2.5705], [-0.0926, -2.7918, 0.9857], [-1.7192, -2.6301, 1.5809], [0.6627, -1.2904, 3.0386], [-1.0210, -1.1147, 3.4130], [-2.6197, -0.1319, 0.1577], [-2.6228, 1.4430, 0.9301], [-3.1721, -1.2616, 2.3232], [-4.3332, 0.0033, 1.9730], [-3.0915, 0.2814, 3.1787], [0.0322, 2.6666, 1.9354], [0.9324, 1.5923, 2.9970], [-2.0496, 2.3148, 3.3049], [-0.7252, 2.8875, 4.3036], [-1.1777, 1.1925, 4.3643], [2.6441, 1.8217, 0.6690], [3.4590, 3.3002, -0.1602], [2.3518, 4.2414, -1.0763], [4.2367, 2.8664, -0.7784], [3.8428, 3.8468, 0.6950], [1.3872, 1.9681, -3.3261], [1.2690, 1.3770, -2.3689]],
  "atomic_forces_ev_per_a": [[0.2, 0.2, 0.2], [0.0, 0.0, 0.0], [0.0, 0.1, 0.0], [0.1, 0.1, 0.0], [-0.1, -0.1, 0.3], [0.0, 0.1, 0.0], [0.0, -0.1, -0.1], [0.0, 0.0, 0.0], [-0.1, 0.0, 0.0], [0.0, -0.1, 0.0], [-0.1, 0.0, 0.0], [0.0, 0.0, 0.0], [0.0, 0.0, 0.0], [0.0, 0.1, 0.0], [0.0, -0.1, -0.1], [0.0, 0.0, 0.0], [0.0, 0.0, 0.0], [0.0, 0.0, 0.0], [0.0, 0.0, 0.0], [0.0, 0.0, 0.0], [0.0, 0.0, 0.0], [0.0, 0.0, 0.0], [0.0, 0.0, 0.0], [0.0, 0.1, 0.0], [0.0, 0.0, 0.0], [0.0, -0.2, 0.0], [0.0, 0.0, 0.0], [0.0, 0.0, 0.0], [0.0, 0.0, 0.0], [0.0, 0.0, 0.0], [0.0, 0.0, 0.0], [-0.1, 0.0, 0.0], [0.1, 0.0, 0.0], [0.0, -0.2, 0.0], [0.0, 0.0, 0.0], [0.0, 0.0, 0.0], [0.0, 0.0, 0.0], [0.0, 0.0, 0.0], [0.0, 0.0, 0.0], [0.0, 0.0, 0.0], [0.1, 0.0, 0.0], [0.0, 0.0, 0.0], [0.0, 0.0, 0.0], [0.0, 0.0, -0.1], [0.0, 0.0, 0.0], [0.0, 0.0, 0.0], [0.0, 0.0, 0.0], [0.0, 0.0, 0.0], [0.0, 0.0, 0.0], [0.0, 0.0, 0.0], [0.0, 0.0, 0.0], [0.0, 0.0, 0.0], [0.0, 0.0, 0.0], [-0.2, 0.1, 0.0], [0.1, 0.0, 0.0], [0.0, 0.0, 0.0], [0.0, 0.0, 0.0], [0.0, 0.0, 0.0], [0.0, 0.0, -0.1], [0.1, 0.1, -0.1]]
}


(4)
{
  "formula": "C20H28AuN6P2S2",
  "method": "the ωB97M-V functional and the def2-TZVPD basis",
  "total_charge": 1,
  "gap_ev": [4.88, 4.87],
  "e_lumo_ev": [-5.824, -5.792],
  "relative_energy_ev": 1.984,
  "species": ["Au", "S", "C", "C", "N", "C", "S", "C", "N", "C", "P", "C", "C", "C", "C", "C", "C", "C", "P", "C", "C", "H", "H", "H", "H", "H", "H", "H", "H", "H", "H", "H", "H", "H", "H", "H", "H", "C", "N", "C", "N", "C", "N", "C", "N", "C", "C", "H", "H", "H", "H", "H", "H", "H", "H", "H", "H", "H", "H"],
  "xyz": [[0.3517, 1.3379, -0.8611], [2.7788, 1.5317, -0.9311], [3.0224, 3.2195, -0.9466], [4.3711, 3.6349, -0.8852], [5.4734, 3.9417, -0.8321], [2.0360, 4.1945, -1.0028], [0.3634, 3.9224, -1.1223], [2.4498, 5.5449, -0.9397], [2.7880, 6.6361, -0.8654], [-2.6379, 2.8463, 0.0989], [-1.9740, 1.2688, -0.5113], [-3.1762, 0.8419, -1.8070], [-2.1706, 0.1069, 0.8678], [-3.1620, -0.8686, 0.8988], [-3.1909, -1.8017, 1.9217], [-2.2479, -1.7518, 2.9343], [-1.2783, -0.7641, 2.9276], [-1.2162, 0.1593, 1.8935], [0.0133, 1.5149, 1.8731], [-0.6416, 2.5272, 3.2667], [1.5050, 0.8532, 2.7057], [-3.6576, 2.6874, 0.4547], [-2.6315, 3.5828, -0.7071], [-2.0205, 3.2229, 0.9104], [-4.1583, 0.6645, -1.3602], [-2.8558, -0.0267, -2.3810], [-3.2386, 1.7061, -2.4731], [-3.9164, -0.8992, 0.1280], [-3.9453, -2.5721, 1.9190], [-2.2667, -2.4825, 3.7285], [-0.5625, -0.7297, 3.7341], [-0.6387, 1.9363, 4.1832], [-1.6541, 2.8677, 3.0565], [0.0101, 3.3942, 3.3897], [1.2546, 0.2887, 3.6040], [2.1000, 1.7229, 2.9907], [2.0946, 0.2370, 2.0328], [1.3535, -1.4887, -0.1322], [1.6679, -2.8919, -0.1918], [2.5673, -3.1145, -1.3226], [1.9294, -2.7077, -2.5686], [1.6106, -1.3017, -2.5063], [0.7008, -1.0163, -1.3717], [-0.5125, -1.8323, -1.5777], [-0.2118, -3.2430, -1.6424], [0.4433, -3.6522, -0.4038], [0.7098, -3.4811, -2.7511], [2.2821, -0.9272, 0.0045], [0.6753, -1.2923, 0.7067], [2.8214, -4.1742, -1.3715], [3.4773, -2.5251, -1.1804], [1.1182, -0.9908, -3.4325], [2.5309, -0.7242, -2.3831], [-0.9724, -1.5298, -2.5227], [-1.2023, -1.6506, -0.7462], [0.6902, -4.7129, -0.4631], [-0.2406, -3.4958, 0.4364], [0.2326, -3.2021, -3.6940], [0.9582, -4.5421, -2.7818]],
  "atomic_forces_ev_per_a": [[1.1, 1.0, -1.1], [-1.4, -1.0, 0.0], [-1.7, 2.2, -0.1], [0.2, -0.1, 0.0], [0.5, 0.1, 0.0], [2.4, -1.8, 0.2], [-1.3, -2.0, -0.1], [-0.2, 0.1, -0.1], [0.1, 0.6, 0.0], [0.2, 0.0, -0.1], [-0.4, 0.4, 0.2], [0.4, 0.0, 0.0], [0.3, -0.2, 0.0], [-0.1, 0.1, -0.1], [-0.1, 0.0, 0.0], [0.0, -0.1, 0.0], [-0.1, 0.0, 0.0], [0.1, 0.0, 0.2], [0.2, -0.3, 0.9], [0.1, 0.2, -0.3], [-0.2, 0.0, -0.1], [0.0, 0.0, 0.0], [0.0, 0.0, 0.0], [0.0, 0.0, 0.0], [0.1, 0.1, -0.1], [-0.1, 0.0, 0.0], [0.0, -0.1, 0.0], [-0.1, -0.1, -0.1], [-0.1, -0.1, 0.0], [0.0, -0.1, 0.1], [0.1, 0.0, 0.1], [0.0, 0.0, 0.0], [0.0, 0.0, 0.1], [-0.1, 0.0, 0.1], [0.1, 0.1, 0.0], [0.1, -0.1, 0.0], [0.1, 0.0, 0.0], [0.3, -0.2, 0.6], [0.2, -0.1, 0.3], [0.1, 0.0, 0.0], [0.2, 0.0, -0.3], [0.5, 0.2, -0.6], [-0.3, 1.4, 0.5], [-0.7, -0.1, 0.0], [-0.3, -0.1, -0.1], [-0.1, -0.1, 0.1], [0.0, 0.0, -0.1], [-0.1, 0.0, 0.0], [0.1, -0.1, -0.1], [0.0, 0.1, 0.0], [0.0, -0.1, 0.0], [0.0, 0.0, 0.1], [-0.2, 0.0, 0.0], [0.0, 0.1, 0.1], [0.1, 0.0, -0.1], [-0.1, 0.0, 0.0], [0.1, 0.0, 0.0], [0.0, 0.0, 0.1], [0.0, 0.0, 0.0]]
}